[1]
C10H14IOP in the gas phase, computed with the ωB97M-V functional and the def2-TZVPD basis.

```
27
Properties=species:S:1:pos:R:3:nbo_charge:R:1
C -0.43640 1.91727 -1.49346 -0.63
C -0.39651 1.79555 -0.04662 -0.34
C -1.08264 3.06021 0.57512 -0.62
C 1.06207 1.58307 0.48432 -0.62
P -1.12519 0.20796 0.75340 1.75
O -1.34925 0.34129 2.21067 -1.08
I -3.27166 0.06480 -0.38235 -0.16
C -0.13725 -1.25518 0.25143 -0.44
C 0.48402 -1.95098 1.25301 -0.18
C 1.30412 -3.04871 1.09049 -0.20
C 1.27472 -3.67956 -0.20872 -0.18
C 0.55368 -3.03454 -1.24467 -0.22
C -0.07971 -1.80236 -1.04894 -0.18
H 0.27485 1.00247 -1.83274 0.20
H -1.31948 1.75117 -2.10413 0.24
H 0.05463 2.82674 -1.83146 0.22
H -1.25222 3.85279 -0.22219 0.21
H -0.48777 3.60609 1.36382 0.22
H -2.04808 2.82340 1.00438 0.23
H 0.94124 1.37190 1.51302 0.23
H 1.54692 0.80841 0.00866 0.21
H 1.70462 2.50944 0.26999 0.22
H 0.16039 -1.68423 2.18680 0.23
H 1.89547 -3.50228 1.84372 0.22
H 1.95527 -4.48872 -0.41745 0.22
H 0.55655 -3.55777 -2.19306 0.22
H -0.78240 -1.51824 -1.78302 0.23
```

HOMO-LUMO gap, eV: 9.683
HOMO energy, eV: -9.6117
LUMO, Eh: 0.0026


[2]
A molecular structure, C10H14IrNOS2Se4, computed with the ωB97M-V functional and the def2-TZVPD basis.

```
33
Properties=species:S:1:pos:R:3:nbo_charge:R:1
Ir -0.65984 0.24450 0.11966 0.73
C -1.53662 -3.09971 2.81191 -0.64
C -0.75615 -2.75911 1.57643 -0.03
C 0.62460 -2.96648 1.52397 -0.13
C 1.36317 -2.65567 0.39662 -0.21
C 0.73182 -2.14778 -0.73204 -0.15
C -0.65642 -1.95356 -0.73428 -0.37
C -1.38161 -2.25253 0.44155 -0.16
H -1.13659 -2.58061 3.68446 0.23
H -1.48056 -4.16922 3.01922 0.24
H -2.58667 -2.83150 2.70922 0.23
H 1.12463 -3.38183 2.39131 0.23
H 2.43208 -2.82111 0.38601 0.23
H 1.29750 -1.94064 -1.62986 0.24
H -1.18216 -1.79886 -1.66670 0.27
H -2.46458 -2.18007 0.42846 0.23
Se -2.75491 0.52045 -1.01898 -0.06
Se -2.56910 2.27178 -2.48144 0.22
Se -0.56632 1.84880 -3.43719 0.18
Se 0.68211 1.07468 -1.61467 0.12
S -1.14016 4.62173 1.83712 -0.08
C -0.96826 3.18207 1.19223 0.17
N -0.85169 2.09855 0.74662 -0.68
C 2.66768 0.43572 3.26603 -0.80
S 1.30937 1.22300 2.41347 1.27
C 0.24964 1.55394 3.81400 -0.81
O 0.66387 -0.01032 1.71926 -0.99
H 3.15868 1.18984 3.88070 0.26
H 3.35838 0.07228 2.50905 0.26
H 2.29220 -0.38449 3.87489 0.24
H 0.76873 2.26545 4.45657 0.26
H 0.05591 0.61871 4.33696 0.24
H -0.66403 2.01179 3.44575 0.27
```

Multiplicity: 2
<S²>: 0.76
Net charge: +1
HOMO-LUMO gap (alpha / beta), eV: 6.008 / 5.072
HOMO energy (alpha / beta), eV: -11.0600 / -11.0126
LUMO (alpha / beta), Eh: -0.1857 / -0.2183


[3]
A molecular structure, C10H14KN4O4S, computed with the ωB97M-V functional and the def2-TZVPD basis.

```
34
Properties=species:S:1:pos:R:3:nbo_charge:R:1
K 0.47557 1.51514 0.30483 0.97
S -0.59581 5.03184 -3.04587 2.61
O -1.82932 5.77698 -3.16637 -1.13
O 0.10005 5.31167 -1.79314 -1.15
O -0.90703 3.60681 -3.13487 -1.18
O 0.21485 5.36245 -4.22266 -1.13
C 5.22537 -3.57892 -0.40543 -0.73
C 4.87274 -2.24936 -0.00748 0.29
N 4.59532 -1.19948 0.36162 -0.33
H 5.34678 -3.64558 -1.48660 0.26
H 4.46558 -4.28588 -0.07224 0.26
H 6.15393 -3.98333 -0.00254 0.26
C -4.60831 -3.09950 2.16007 -0.73
C -3.52707 -2.21414 2.55539 0.30
N -2.61613 -1.56679 2.85403 -0.34
H -5.46890 -2.46267 1.95533 0.26
H -4.88635 -3.77437 2.96960 0.25
H -4.39252 -3.76633 1.32529 0.26
C 1.33622 6.75096 5.86102 -0.73
C 0.97917 5.64414 4.98362 0.29
N 0.72789 4.71847 4.33854 -0.33
H 0.84830 6.77026 6.83553 0.25
H 1.27426 7.72928 5.38442 0.26
H 2.36258 6.65250 6.21455 0.25
N -1.15151 -1.79431 -3.30136 -0.49
C 0.00704 -2.39654 -2.97371 -0.09
C -0.23053 -3.74480 -2.79109 -0.32
C -1.59348 -3.98112 -3.06294 -0.32
C -2.12230 -2.71947 -3.36296 -0.07
H -1.19670 -0.78994 -3.39783 0.44
H 0.92279 -1.83339 -2.87055 0.21
H 0.49269 -4.46974 -2.44783 0.21
H -2.14471 -4.90432 -2.96176 0.22
H -3.13045 -2.41052 -3.59659 0.21
```

Net charge: -1
HOMO-LUMO gap, eV: 2.448
HOMO energy, eV: -1.4388
LUMO, Eh: 0.0371


M values, unit Da, following the record order: 308.10; 736.42; 325.41.
Strongest force on any atom values, unit eV/Å, following the record order: 5.2; 0.6; 3.5.